ORCA calculation (ωB97M-V with the def2-TZVPD basis set) on an isolated molecule of C5H8N2.

CARTESIAN COORDINATES (ANGSTROEM)
N1 -1.07592 0.88613 -0.84598
N2 -2.07599 -1.05351 0.86930
H1 -1.18609 1.82186 -0.31901
H2 -0.09188 -0.78043 -1.42971
C1 0.73145 -0.53893 -0.59803
C2 1.02961 1.61382 0.63491
H3 2.13728 1.26493 0.26164
H4 0.93390 2.68352 1.10865
H5 2.41613 -1.35340 0.66933
C3 0.26462 0.80029 -0.09313
C4 -2.02831 -0.10167 -0.21082
C5 1.59706 -1.61397 -0.13531
H6 -3.03774 0.11337 -0.84103
H7 1.41983 -2.69547 -0.43991
H8 -1.03395 -1.04654 1.36911

Values from the calculation:
Energy relative to the best compared isomer or geometry (same formula, charge and spin) = 649.08 kJ/mol
Largest force on an atom = 0.1526 Eh/bohr
SMILES = [H]/N=C\NC(=C)C=C
Net charge = 0
HOMO-LUMO gap = 9.102 eV